1.
Below is a gas-phase ion, C23H15BF3N4O6S (charge -1), with properties calculated with wB97M-V/def2-TZVPD.

E: -2278.3440 Ha
HOMO level: -4.71 eV
energy relative to the best compared isomer or geometry (same formula, charge and spin): 355.5 kJ/mol
orbital gap: 5.1 eV
charge: -1
LUMO energy: 0.41 eV

Element x y z (Å)
C: 0.9635 -1.2228 -5.5634
C: 0.7467 -1.3390 -4.0867
C: 0.5482 -2.4786 -3.3369
C: 0.3390 -2.2301 -1.9118
C: 0.3059 -0.8972 -1.5593
B: 0.3351 -0.0873 0.0272
C: -1.2554 -0.5062 0.0486
C: -2.1791 0.2056 -0.6917
C: -3.5260 -0.0948 -0.5501
C: -3.9012 -1.1301 0.2978
C: -5.3585 -1.4161 0.5503
F: -5.7741 -2.5985 -0.0034
F: -5.6426 -1.5102 1.8845
F: -6.1852 -0.4588 0.0478
C: -2.9652 -1.9058 0.9624
C: -1.6207 -1.6181 0.7989
O: 1.5275 -0.9409 0.4285
C: 2.5774 -0.1382 0.2420
C: 2.1924 1.1548 -0.2445
C: 3.1256 2.1640 -0.4212
C: 4.4477 1.8532 -0.1169
C: 4.8269 0.5844 0.3345
C: 3.9040 -0.4336 0.5228
O: 0.8563 1.2447 -0.4277
S: 0.6714 0.0311 -2.9859
H: 1.1122 -2.2096 -6.0203
H: 0.1002 -0.7580 -6.0597
H: 1.8448 -0.6103 -5.7928
H: 0.5569 -3.4777 -3.7885
H: 0.1858 -3.0580 -1.2308
H: -1.8605 0.9628 -1.4039
H: -4.2799 0.4745 -1.0796
H: -3.2798 -2.7130 1.6166
H: -0.8618 -2.2520 1.2535
H: 2.7694 3.1358 -0.7630
H: 5.2025 2.6307 -0.2223
H: 5.8710 0.3936 0.5670
H: 4.1349 -1.4269 0.8973
O: -1.9531 -0.6334 3.4642
N: -2.1650 0.4951 2.9679
C: -1.1940 1.1377 2.1733
C: 0.0746 0.4343 1.8156
C: 1.0632 1.4118 2.2605
N: 2.2334 1.2312 2.9035
O: 2.8308 0.2781 3.3856
O: 2.8644 2.5694 2.9578
N: 2.0184 3.5095 2.3921
C: 0.8507 2.8177 2.1292
N: -0.3297 3.3560 1.8855
C: -1.3583 2.5145 1.9636
O: -3.2368 1.1150 3.1658
H: 0.2042 -0.4939 2.4354
H: -2.3579 2.9337 1.8808

2.
Below is a molecular structure, C23H15BF4I2NOV, with properties calculated with wB97M-V/def2-TZVPD.

E: -2978.7702 Ha
HOMO level (spin up / spin down): -14.12 / -14.12 eV
energy relative to the best compared isomer or geometry (same formula, charge and spin): 9.0 kJ/mol
orbital gap (spin up / spin down): 5.3 / 5.3 eV
charge: +2
LUMO energy (spin up / spin down): -8.86 / -8.85 eV

Element x y z (Å)
V: -0.2494 0.3503 -0.2056
I: -2.2669 -4.1789 -0.8797
C: -1.8178 -3.2196 0.8821
C: -2.0698 -3.8342 2.1468
C: -1.7917 -3.2040 3.3327
I: -2.2237 -4.1782 5.1028
C: -1.2225 -1.8857 3.3426
C: -0.9084 -1.1083 4.4777
C: -0.3876 0.1497 4.3177
C: -0.1658 0.6484 3.0280
N: -0.4320 -0.0487 1.9350
C: -0.9694 -1.2973 2.1023
C: -1.2856 -1.9730 0.9207
O: -1.0153 -1.1556 -0.1960
H: -2.5076 -4.8228 2.1536
H: -1.0944 -1.5064 5.4667
H: -0.1501 0.7726 5.1674
H: 0.2218 1.6507 2.8929
F: -0.6274 1.1481 -1.7187
B: -1.8759 3.0745 -0.7125
F: -1.4539 2.3179 0.3436
F: -3.0558 2.8348 -1.1888
F: -1.1224 4.0655 -1.0832
C: 5.7899 -3.0226 -1.3849
C: 5.6447 -1.7215 -0.8842
C: 4.3900 -1.1967 -0.7184
C: 3.2498 -1.9773 -1.0531
C: 3.4249 -3.3038 -1.5321
C: 4.6881 -3.8148 -1.7074
C: 1.9299 -1.5051 -0.9468
C: 1.5119 -0.2271 -0.5886
C: 2.0469 1.1033 -0.7056
C: 1.6635 2.0028 0.3056
C: 1.8228 3.3793 0.1362
C: 2.3883 3.8468 -1.0322
C: 2.7984 2.9562 -2.0389
C: 2.6182 1.6020 -1.8959
H: 6.7854 -3.4265 -1.5179
H: 6.5193 -1.1405 -0.6302
H: 4.2718 -0.2001 -0.3185
H: 2.5538 -3.8972 -1.7765
H: 4.8282 -4.8154 -2.0889
H: 1.1461 -2.2312 -1.1488
H: 1.3877 1.6097 1.2795
H: 1.5385 4.0654 0.9216
H: 2.5303 4.9089 -1.1749
H: 3.2435 3.3472 -2.9438
H: 2.8826 0.9196 -2.6928

3.
Below is a molecular structure, C23H15Cl2N5O2S4SbW, with properties calculated with wB97M-V/def2-TZVPD.

E: -4130.0160 Ha
HOMO level (spin up / spin down): -10.46 / -10.44 eV
energy relative to the best compared isomer or geometry (same formula, charge and spin): 67.7 kJ/mol
orbital gap (spin up / spin down): 4.3 / 4.3 eV
charge: +1
LUMO energy (spin up / spin down): -6.14 / -6.15 eV

Element x y z (Å)
W: 0.7009 0.0834 -0.6203
Cl: -2.6830 0.3326 5.4983
C: -2.5756 -0.2082 3.8659
C: -1.3918 -0.8323 3.4322
C: -1.0221 -0.6284 2.1023
N: 0.2295 -0.7665 1.5767
C: 1.0300 -1.7779 2.0669
O: 0.9966 -2.2804 3.1781
C: 2.0324 -2.1751 1.0740
C: 2.9599 -3.1208 1.3976
C: 4.0756 -3.2905 0.5772
C: 4.0645 -2.6618 -0.6762
C: 2.9877 -1.8946 -1.0548
N: 1.9710 -1.5711 -0.2019
C: -1.9643 -0.1800 1.1293
C: -3.2419 0.1951 1.5409
C: -3.5114 0.2676 2.9165
Cl: -4.9167 1.1406 3.3785
N: -1.4540 -0.1596 -0.1364
C: -2.3530 -0.1464 -1.1711
O: -3.5568 0.0936 -1.1504
C: -1.6829 -0.4815 -2.4328
C: -2.3189 -0.3550 -3.6586
C: -1.6300 -0.6357 -4.8297
C: -0.3435 -1.1541 -4.7127
C: 0.2322 -1.3296 -3.4722
N: -0.4021 -0.9565 -2.3274
H: -0.7377 -1.3347 4.1628
H: 2.8217 -3.6137 2.3516
H: 4.9527 -3.8713 0.8917
H: 4.9001 -2.7633 -1.4030
H: 2.9994 -1.4646 -2.0550
H: -4.0121 0.4038 0.8220
H: -3.3849 -0.1022 -3.5895
H: -2.0922 -0.5022 -5.8058
H: 0.1816 -1.4596 -5.6394
H: 1.2457 -1.7386 -3.3727
S: 4.7013 0.1488 -2.5346
Sb: 3.4249 2.1202 -2.4655
S: 1.0793 1.2672 -2.4798
S: 2.6411 1.0681 0.6085
S: 3.7069 2.6525 -0.0068
C: -1.3192 3.9213 1.7935
C: -1.6355 3.6829 0.4601
C: -0.9317 2.7209 -0.2366
N: 0.0096 1.9273 0.3796
C: 0.2736 2.1313 1.6972
C: -0.3680 3.1130 2.4058
H: -1.8752 4.6734 2.3628
H: -2.4529 4.2214 -0.0559
H: -1.0974 2.6119 -1.3082
H: 0.9156 1.4642 2.2526
H: -0.1792 3.2153 3.4748

4.
Below is a molecular structure, C23H16BrN4O2PbS2, with properties calculated with wB97M-V/def2-TZVPD.

E: -4818.9197 Ha
HOMO level: -3.87 eV
energy relative to the best compared isomer or geometry (same formula, charge and spin): 65.0 kJ/mol
orbital gap: 4.8 eV
charge: -1
LUMO energy: 0.90 eV

Element x y z (Å)
Pb: 0.7891 0.2564 -1.4275
Br: 2.6830 4.5616 0.7008
C: 0.7805 4.6254 0.4773
C: 0.1002 5.6121 1.1649
C: -1.2623 5.7085 0.9211
C: -1.8421 4.8337 0.0244
C: -1.0625 3.8495 -0.5821
N: 0.2492 3.7509 -0.3455
C: -1.7722 2.9124 -1.5923
O: -2.8237 3.3900 -2.0329
O: -1.2783 1.7796 -1.8391
H: 0.6158 6.2672 1.8512
H: -1.8421 6.4786 1.4148
H: -2.8884 4.8835 -0.2374
S: -0.6161 -1.5358 -2.8679
C: 0.2626 -3.0488 -2.8204
C: -0.2719 -4.1175 -3.5576
C: 0.3298 -5.3594 -3.5925
C: 1.5062 -5.5699 -2.8796
C: 2.0537 -4.5313 -2.1532
C: 1.4581 -3.2615 -2.1022
S: 2.2526 -2.0389 -1.1388
H: -1.1856 -3.9351 -4.1104
H: -0.1112 -6.1630 -4.1712
H: 1.9892 -6.5405 -2.8913
H: 2.9713 -4.6770 -1.5958
C: -4.3344 -1.2282 1.2121
C: -3.4700 -1.3911 2.2913
C: -2.1418 -1.0440 2.1763
C: -1.6507 -0.5259 0.9662
C: -2.5296 -0.3352 -0.1019
C: -3.8598 -0.6923 0.0258
N: -0.2966 -0.2072 0.7823
N: 0.3626 -0.1533 1.8455
C: 1.7240 0.0827 1.8031
C: 2.3972 0.0158 3.0279
C: 3.7700 0.1422 3.0407
C: 4.4384 0.3451 1.8414
C: 3.6868 0.4522 0.6818
N: 2.3716 0.3331 0.6632
H: -5.3741 -1.5168 1.3017
H: -3.8405 -1.7959 3.2249
H: -1.4572 -1.1824 2.9992
H: -2.1738 0.1277 -1.0098
H: -4.5284 -0.5462 -0.8118
H: 1.8207 -0.1549 3.9263
H: 4.3218 0.0784 3.9696
H: 5.5152 0.4307 1.8023
H: 4.1637 0.6345 -0.2752

5.
Below is a molecular structure, C23H16BrN6O2S2Sc, with properties calculated with wB97M-V/def2-TZVPD.

E: -5496.3742 Ha
HOMO level: -7.95 eV
energy relative to the best compared isomer or geometry (same formula, charge and spin): 1.7 kJ/mol
orbital gap: 7.0 eV
charge: 0
LUMO energy: -0.93 eV

Element x y z (Å)
Sc: -0.5223 0.1480 1.1771
C: 3.7042 -1.4576 0.5144
C: 2.3614 -0.8152 0.4344
N: 1.4179 -0.9891 1.2798
N: 1.5626 -1.8603 2.3315
C: 0.4423 -1.8732 3.0126
O: -0.5955 -1.1517 2.7169
C: 0.3417 -2.7676 4.1898
C: 1.3931 -3.6142 4.5361
C: 1.2808 -4.4412 5.6404
C: 0.1211 -4.4267 6.4058
C: -0.9260 -3.5832 6.0644
C: -0.8178 -2.7548 4.9584
C: 2.0088 0.0890 -0.6856
C: 2.9484 0.5537 -1.5882
C: 2.5491 1.4332 -2.5850
C: 1.2198 1.7962 -2.6717
C: 0.3339 1.2704 -1.7450
N: 0.7128 0.4494 -0.7693
H: 3.7348 -2.1370 1.3601
H: 4.4784 -0.6979 0.6413
H: 3.9234 -2.0036 -0.4050
H: 2.2907 -3.6118 3.9339
H: 2.0984 -5.0974 5.9084
H: 0.0369 -5.0726 7.2704
H: -1.8274 -3.5682 6.6629
H: -1.6218 -2.0873 4.6819
H: 3.9819 0.2535 -1.4959
H: 3.2745 1.8360 -3.2788
H: 0.8664 2.4892 -3.4207
H: -0.7166 1.5341 -1.7754
O: -4.9509 -1.8352 -3.2119
C: -4.0663 -1.3547 -2.3255
C: -4.0608 -0.0350 -1.8836
C: -3.1180 0.3471 -0.9568
N: -2.1835 -0.4868 -0.4625
C: -2.2028 -1.7341 -0.9255
Br: -0.8441 -2.8781 -0.2752
C: -3.1049 -2.2342 -1.8342
H: -5.5691 -1.1452 -3.4796
H: -4.7740 0.6932 -2.2471
H: -3.0984 1.3606 -0.5760
H: -3.0713 -3.2605 -2.1652
S: -2.1575 2.0210 1.7119
C: -0.6936 2.7997 1.1669
S: 0.7860 2.2129 1.8500
C: -0.7177 3.7194 0.1322
C: 0.4782 4.2962 -0.3865
N: 1.4414 4.7301 -0.8470
C: -1.9196 3.9552 -0.5961
N: -2.8766 4.0661 -1.2304

6.
Below is 2 unconnected molecules or ions with the total composition C23H16Cl4NO4, with properties calculated with wB97M-V/def2-TZVPD.

E: -3082.5349 Ha
HOMO level: -2.90 eV
orbital gap: 3.5 eV
charge: -1
LUMO energy: 0.62 eV

Element x y z (Å)
Cl: -3.0362 3.2947 -4.5687
C: -1.7461 3.0886 -3.4780
C: -0.7183 2.2267 -3.7383
Cl: -0.5749 1.4024 -5.2198
C: 0.2999 1.8946 -2.7043
O: 0.9909 0.8793 -2.7419
C: 0.3246 2.8225 -1.5475
Cl: 1.7255 2.7997 -0.5715
C: -0.7164 3.6522 -1.2723
Cl: -0.7660 4.5778 0.1570
C: -1.9147 3.7153 -2.1413
O: -2.9902 4.1492 -1.7352
C: -3.3425 3.0692 1.7946
C: -3.2141 1.6768 1.2365
O: -2.5421 1.7897 -0.0669
C: -1.8900 0.7279 -0.6183
C: -0.7322 0.2492 0.1793
N: -0.2429 -0.9006 -0.1285
C: 0.7682 -1.5899 0.3505
C: 1.0683 -2.8339 -0.3518
C: 2.2538 -3.5673 -0.1364
C: 2.4835 -4.7460 -0.8459
C: 1.5514 -5.1914 -1.7942
C: 0.3883 -4.4449 -2.0376
C: 0.1679 -3.2568 -1.3423
C: 1.5046 -1.1519 1.5367
C: 1.9166 -2.0770 2.5191
C: 2.5407 -1.6399 3.6879
C: 2.7711 -0.2750 3.9038
C: 2.3996 0.6460 2.9211
C: 1.7809 0.2076 1.7468
O: -2.1605 0.2874 -1.7264
H: -4.0600 3.0478 2.6190
H: -2.3864 3.4154 2.2018
H: -3.6800 3.7758 1.0305
H: -2.6433 1.0247 1.9050
H: -4.2043 1.2562 1.0336
H: -0.4503 0.8412 1.0659
H: 2.9954 -3.1894 0.5676
H: 3.3954 -5.3165 -0.6497
H: 1.7326 -6.1245 -2.3338
H: -0.3464 -4.7827 -2.7685
H: -0.6921 -2.6219 -1.5573
H: 1.7488 -3.1421 2.3478
H: 2.8514 -2.3750 4.4310
H: 3.2437 0.0669 4.8267
H: 2.5897 1.7148 3.0566
H: 1.5573 0.9271 0.9576

7.
Below is a molecular structure, C23H16F3N5STa, with properties calculated with wB97M-V/def2-TZVPD.

E: -1913.6808 Ha
HOMO level: -18.13 eV
energy relative to the best compared isomer or geometry (same formula, charge and spin): 0.0 kJ/mol
orbital gap: 5.8 eV
charge: +3
LUMO energy: -12.37 eV

Element x y z (Å)
Ta: 0.4591 -0.3067 -1.0716
C: -3.3522 -3.0535 -0.5351
C: -3.3369 -2.1143 0.5070
C: -2.6857 -0.9083 0.3545
C: -2.0684 -0.6523 -0.8773
C: -2.1086 -1.5664 -1.9389
C: -2.7435 -2.7889 -1.7513
N: -1.2680 0.5099 -1.0519
C: -1.6124 1.8603 -0.8830
C: -2.8735 2.4073 -0.9845
C: -2.9830 3.7902 -0.8457
C: -1.8659 4.6034 -0.6374
C: -0.5930 4.0619 -0.5760
C: -0.4846 2.6794 -0.7001
N: 0.6996 1.9374 -0.7829
N: 1.8128 2.4941 -0.8592
C: 2.8415 1.5848 -1.1365
C: 4.1418 2.0200 -1.1543
C: 5.1435 1.1024 -1.4846
C: 4.7977 -0.2051 -1.7921
C: 3.4674 -0.5782 -1.7584
N: 2.4820 0.2946 -1.4306
H: -3.8690 -3.9933 -0.3910
H: -3.8399 -2.3435 1.4373
H: -2.6486 -0.1795 1.1552
H: -1.7138 -1.2842 -2.9136
H: -2.7922 -3.5076 -2.5578
H: -3.7444 1.7909 -1.1652
H: -3.9606 4.2496 -0.9139
H: -1.9990 5.6723 -0.5406
H: 0.2823 4.6836 -0.4452
H: 4.3589 3.0551 -0.9274
H: 6.1794 1.4171 -1.5101
H: 5.5444 -0.9377 -2.0664
H: 3.1694 -1.5903 -1.9993
F: 1.6602 -4.3075 2.0729
C: 0.5480 -3.7969 2.6039
F: -0.5031 -4.3133 1.9527
F: 0.4745 -4.1323 3.8795
C: 0.5416 -2.2840 2.4406
C: 0.4380 -1.4247 3.5215
C: 0.4010 -0.0374 3.3343
C: 0.4576 0.4637 2.0615
N: 0.5832 -0.3840 1.0109
C: 0.6340 -1.7219 1.1762
S: 0.8008 -2.5841 -0.3707
H: 0.3848 -1.8400 4.5212
H: 0.3264 0.6354 4.1771
H: 0.4167 1.5224 1.8463

8.
Below is a molecular structure, C23H17Br2KNOS4, with properties calculated with wB97M-V/def2-TZVPD.

E: -8357.3847 Ha
HOMO level: -4.64 eV
energy relative to the best compared isomer or geometry (same formula, charge and spin): 0.0 kJ/mol
orbital gap: 6.9 eV
charge: -1
LUMO energy: 2.24 eV

Element x y z (Å)
K: -0.4268 0.3781 -0.6608
S: -4.4934 -1.3362 0.9807
C: -3.5472 -2.7194 1.3021
C: -2.2357 -2.4063 1.4967
C: -1.8913 -1.0122 1.3834
C: -3.0497 -0.3285 1.0916
C: -3.1979 1.1188 0.8899
C: -4.4057 1.7110 0.5029
C: -4.4724 3.0803 0.3392
C: -3.3404 3.8495 0.5651
C: -2.1815 3.1836 0.9337
N: -2.0906 1.8667 1.0772
H: -4.0230 -3.6897 1.3269
H: -1.5066 -3.1820 1.7043
H: -5.2727 1.0877 0.3347
H: -5.4016 3.5475 0.0356
H: -3.3550 4.9252 0.4578
H: -1.2680 3.7407 1.1252
Br: 0.3294 1.2136 4.3772
C: 0.8156 0.3975 2.6953
Br: 1.7866 1.6261 1.5454
H: -0.1054 0.0391 2.2047
H: 1.4987 -0.4143 2.9127
O: 0.4795 -0.3016 -2.8548
C: 0.3837 -1.4204 -3.5940
C: -0.8350 -2.2680 -3.1521
C: -2.0590 -1.7643 -2.8094
C: -2.9763 -2.7538 -2.3685
C: -2.4338 -4.0030 -2.3944
S: -0.8098 -3.9685 -2.9319
C: 0.1893 -1.0824 -5.0731
C: -0.2772 -1.8223 -6.1196
C: -0.2490 -1.1158 -7.3537
C: 0.2305 0.1500 -7.2021
S: 0.6353 0.4940 -5.5747
C: 1.6525 -2.2831 -3.4503
C: 2.4261 -2.3573 -2.3307
C: 3.5031 -3.2738 -2.4459
C: 3.5315 -3.8863 -3.6622
S: 2.2830 -3.3093 -4.6774
H: -2.2950 -0.7117 -2.8877
H: -3.9751 -2.5318 -2.0210
H: -2.8708 -4.9429 -2.0975
H: -0.6391 -2.8361 -6.0123
H: -0.5815 -1.5334 -8.2938
H: 0.3460 0.9090 -7.9600
H: 2.2202 -1.7581 -1.4566
H: 4.2166 -3.4646 -1.6566
H: 4.2320 -4.6144 -4.0386

9.
Below is a molecular structure, C23H17HfN8O2S2, with properties calculated with wB97M-V/def2-TZVPD.

E: -2319.4099 Ha
HOMO level: -1.91 eV
energy relative to the best compared isomer or geometry (same formula, charge and spin): 631.2 kJ/mol
orbital gap: 3.1 eV
charge: -1
LUMO energy: 1.16 eV

Element x y z (Å)
Hf: 0.7574 0.4188 -0.1825
N: 3.7552 -3.3608 0.4611
C: 3.1929 -2.1583 0.0814
S: 3.1625 -0.6802 1.1082
N: 2.3484 -2.4088 -0.8714
N: 1.0283 -1.8174 -0.9815
C: 0.2729 -2.0296 -2.1145
C: 0.8091 -1.3437 -3.2374
C: 0.4145 -1.6501 -4.5900
C: 0.9858 -1.0041 -5.6465
C: 1.8863 0.1064 -5.3952
C: 2.1300 0.5352 -4.1293
C: 1.5387 -0.1100 -3.0395
O: 1.7715 0.3280 -1.8019
H: 4.5563 -3.4187 1.1322
H: 3.4436 -4.2104 -0.0411
H: -0.8037 -2.3153 -1.9530
H: -0.2362 -2.5290 -4.6912
H: 0.8089 -1.4111 -6.6700
H: 2.3967 0.5781 -6.2526
H: 2.8742 1.2432 -3.8315
S: -5.2892 -0.0562 4.9650
N: -5.0839 0.8598 3.6716
C: -3.9293 0.6372 3.1280
C: -3.0714 1.5102 2.3331
C: -3.2650 2.8464 2.2973
C: -2.2999 3.5662 1.3997
C: -1.2333 2.9583 0.8162
N: -1.0301 1.5301 0.9267
C: -1.9300 0.8585 1.7049
C: -1.6090 -0.4972 1.9091
N: -0.3634 -0.8637 1.4022
C: 0.1814 -2.0509 1.7420
C: -0.4517 -2.8720 2.6333
C: -1.6905 -2.5155 3.1660
C: -2.3186 -1.3321 2.7859
C: -3.4075 -0.6613 3.5797
N: -4.1168 -1.1591 4.6164
H: -3.9721 3.2895 3.0135
H: -2.4104 4.6735 1.4181
H: -0.2902 3.4905 0.4948
H: 1.0503 -2.3689 1.2271
H: 0.0767 -3.8280 2.8035
H: -2.2049 -3.0879 3.9243
N: -1.8197 1.5591 -2.1355
C: -1.2251 1.0593 -1.4113
C: 2.0270 4.2885 0.1378
C: 1.7387 2.9578 0.4728
O: 2.1883 1.8488 0.7419
H: 2.2447 4.7446 1.1306
H: 1.0182 4.6769 -0.1231
H: 2.6608 4.5842 -0.6796
H: 2.7325 -3.4087 -1.4456

no.,largest force on an atom (eV/A)
1,6.124
2,1.417
3,4.888
4,1.652
5,0.200
6,2.884
7,0.791
8,0.490
9,16.190